# 1
Molecular formula: C2H2O2S
Method: DFT, ωB97M-V with the def2-TZVPD basis set

Output
ΔE to the lowest compared entry with this formula, charge and spin: 446.05 kJ/mol
Calculated total energy: -625.89248 a.u.

Geometry as ORCA input:
```
! wB97M-V def2-TZVPD RIJCOSX def2/J DEFGRID3
* xyz 0 1
C -0.10 0.71 0.16
C -0.68 -0.52 -0.28
O 2.31 -0.69 0.49
O -0.73 -0.34 1.05
S 1.45 -0.14 -0.58
H -0.63 1.76 0.15
H -1.62 -0.78 -0.97
*
```



# 2
Molecular formula: C2H2O2S
Method: DFT, ωB97M-V with the def2-TZVPD basis set

Output
SMILES: O=CC(O)=S
ΔE to the lowest compared entry with this formula, charge and spin: 38.55 kJ/mol
Calculated total energy: -626.04768 a.u.

Geometry as ORCA input:
```
! wB97M-V def2-TZVPD RIJCOSX def2/J DEFGRID3
* xyz 0 1
O -1.32 -0.43 -1.76
C -0.33 0.00 -1.29
C -0.03 -0.03 0.20
O -1.03 -0.65 0.87
S 1.32 0.56 0.85
H 0.53 0.52 -1.84
H -0.76 -0.63 1.83
*
```



# 3
Molecular formula: C2H2O2S2
Method: DFT, ωB97M-V with the def2-TZVPD basis set

Output
SMILES: O=C(S)C(O)=S
ΔE to the lowest compared entry with this formula, charge and spin: 56.26 kJ/mol
Calculated total energy: -1024.24120 a.u.

Geometry as ORCA input:
```
! wB97M-V def2-TZVPD RIJCOSX def2/J DEFGRID3
* xyz 0 1
O -1.07 -1.36 -0.05
C -0.63 -0.22 0.20
S -1.65 0.88 1.08
C 0.75 0.09 -0.41
O 1.29 -1.07 -0.75
S 1.49 1.57 -0.47
H -0.58 1.80 1.16
H 0.40 -1.70 -0.76
*
```



# 4
Molecular formula: C2H2O2S2
Method: DFT, ωB97M-V with the def2-TZVPD basis set

Output
SMILES: C#CS[SH](=O)=O
ΔE to the lowest compared entry with this formula, charge and spin: 444.69 kJ/mol
Calculated total energy: -1024.09326 a.u.

Geometry as ORCA input:
```
! wB97M-V def2-TZVPD RIJCOSX def2/J DEFGRID3
* xyz 0 1
C -0.23 -0.91 -1.84
C -0.78 -0.27 -0.97
S -1.34 1.06 -0.15
S 0.24 0.54 1.15
O 0.15 0.85 2.53
O 0.63 -0.74 0.66
H 0.12 -1.92 -1.93
H 1.22 1.40 0.55
*
```